42
Properties=species:S:1:pos:R:3:forces:R:3 method="wB97M-V/def2-TZVPD" mol_weight_g_mol=594.43 e_homo_ev=-4.999 e_tot_ev=-47613.7390 multiplicity=1 lumo_ev=2.50 fmax_ev_per_a=6.05 charge=-1
Pb 11.027 19.738 -11.182 0.0 0.1 -0.4
O 9.545 23.764 -10.553 -0.5 0.2 0.7
C 9.996 22.536 -10.747 2.6 -3.9 -2.5
O 9.350 21.531 -10.337 -1.7 0.8 1.4
O 11.018 22.309 -11.415 1.4 1.4 -0.6
H 8.873 23.346 -10.009 -1.8 1.4 1.0
O 9.753 15.832 -9.765 -0.4 -2.6 0.5
C 9.993 17.020 -10.249 -1.2 3.1 0.7
O 10.720 17.150 -11.202 3.9 -1.6 -4.4
O 9.453 17.999 -9.794 -2.3 2.5 3.0
H 10.104 15.390 -10.541 0.3 -1.5 0.1
O 14.625 19.952 -13.829 -0.1 0.0 0.4
C 13.585 19.831 -12.965 -1.3 0.3 2.9
O 13.728 19.891 -11.719 3.3 0.2 1.4
O 12.434 19.712 -13.304 -3.1 -0.7 -4.5
H 15.282 20.169 -13.163 0.9 0.1 -0.1
C 8.830 18.639 -17.156 -0.9 0.1 0.4
C 7.874 18.868 -15.962 0.8 0.2 -4.1
C 7.399 17.601 -15.333 -0.5 0.0 0.9
O 7.968 17.702 -14.027 0.3 0.6 0.1
C 8.557 18.946 -13.898 1.6 -0.7 2.2
O 9.064 19.347 -12.886 -1.1 -0.5 -1.0
O 8.639 19.581 -15.057 -0.9 0.5 1.1
H 9.690 18.051 -16.835 -0.1 -0.2 -0.2
H 9.186 19.605 -17.511 -0.1 -0.1 -0.1
H 8.207 18.155 -17.908 0.5 -0.2 -0.4
H 7.036 19.427 -16.378 -0.1 0.5 0.5
H 7.691 16.717 -15.899 0.4 -0.1 0.4
H 6.316 17.566 -15.214 -0.1 0.0 0.0
C 14.874 20.614 -5.548 0.1 0.1 0.3
C 14.409 19.658 -6.605 -0.2 2.5 0.5
C 13.430 18.675 -6.094 -0.1 -1.7 -1.1
O 12.471 18.593 -7.165 -0.7 0.8 -0.8
C 12.526 19.728 -7.932 -2.0 1.7 -1.2
O 11.695 20.108 -8.798 3.8 -1.8 4.2
O 13.584 20.489 -7.471 -0.5 -1.3 -1.4
H 14.035 21.119 -5.069 -0.1 -0.1 -0.1
H 15.475 21.388 -6.024 0.4 -0.2 0.4
H 15.382 20.014 -4.793 0.5 0.4 0.1
H 15.312 19.273 -7.080 -0.5 -0.3 -0.7
H 12.976 18.935 -5.138 -0.2 0.1 -0.2
H 13.881 17.683 -6.072 -0.1 0.0 0.5

21
Properties=species:S:1:pos:R:3:forces:R:3 method="wB97M-V/def2-TZVPD" relative_energy_kcal_mol=30.8 mol_weight_g_mol=132.16 e_homo_ev=-8.096 e_tot_ev=-12454.6449 multiplicity=1 lumo_ev=0.72 fmax_ev_per_a=4.07
C 2.025 -0.658 1.493 0.2 -0.1 -0.8
C 0.559 -0.677 1.211 -1.4 1.7 1.0
C -0.199 0.435 0.964 1.7 -1.1 1.6
C -1.640 0.564 1.366 -0.4 -0.3 -0.8
O 0.453 1.622 0.667 -0.6 -0.2 -0.2
H 2.197 -0.643 2.574 -0.1 0.0 -0.1
H 2.492 -1.567 1.106 0.2 0.1 0.0
H 2.515 0.222 1.070 0.0 -0.1 0.0
H 0.042 -1.551 1.600 -0.2 0.1 -0.2
H -2.263 0.757 0.488 -0.1 0.2 0.0
H -2.026 -0.347 1.832 0.2 0.1 0.0
H -1.783 1.402 2.055 0.2 -0.1 -0.1
H -0.033 2.014 -0.094 0.4 -0.1 0.4
N -1.337 -0.570 -2.380 -0.7 -0.2 1.0
C -0.404 0.244 -1.782 1.8 0.6 -3.6
N 0.862 -0.370 -1.764 0.0 0.5 0.4
O -0.550 1.466 -1.748 -0.5 -0.7 1.0
H -1.335 -1.533 -2.074 -0.1 0.0 -0.1
H -2.252 -0.142 -2.435 0.1 -0.1 0.0
H 1.607 0.297 -1.590 -0.3 -0.2 0.1
H 1.069 -0.964 -2.559 -0.3 0.1 0.2

61
Properties=species:S:1:pos:R:3:forces:R:3 method="wB97M-V/def2-TZVPD" relative_energy_kcal_mol=0.0 mol_weight_g_mol=862.17 e_homo_ev="-11.544 / -11.225" e_tot_ev=-116352.9869 multiplicity=2 s2=0.759 lumo_ev="-3.87 / -3.72" fmax_ev_per_a=0.89 charge=+1
Re 0.047 -0.706 -0.183 0.8 0.2 -0.1
C 1.248 4.039 1.969 -0.1 -0.1 0.0
C 1.316 2.813 1.049 0.0 0.0 0.0
O 2.443 2.901 0.191 0.0 0.0 0.1
P 1.566 1.273 1.992 0.1 -0.2 -0.1
O 2.980 1.311 2.686 -0.1 -0.1 -0.2
O 0.555 1.299 3.184 -0.1 -0.1 0.1
O 1.549 0.022 1.144 0.2 0.3 0.2
P -0.191 2.678 -0.039 0.0 -0.6 0.0
O -1.390 3.318 0.753 -0.1 0.1 0.0
O 0.135 3.326 -1.315 0.1 0.1 0.0
O -0.567 1.155 -0.117 0.0 0.8 -0.1
H 2.230 4.205 2.412 0.0 0.0 0.0
H 0.499 3.933 2.752 0.0 0.0 0.0
H 1.003 4.917 1.370 0.0 0.0 0.0
H 2.119 3.240 -0.661 0.0 0.0 0.0
H 3.095 1.949 3.400 0.0 0.1 0.0
H -0.411 1.227 3.001 0.0 0.1 0.0
H -1.902 2.691 1.296 0.0 0.0 0.0
C -2.439 0.672 -2.495 0.0 0.0 0.1
C -2.408 -0.783 -2.165 0.0 0.1 -0.1
N -1.558 -1.400 -1.368 -0.1 -0.1 0.0
C -1.881 -2.748 -1.221 0.3 0.1 0.2
C -2.951 -3.151 -1.931 -0.2 -0.2 -0.1
S -3.602 -1.831 -2.784 -0.1 0.1 -0.1
C -1.059 -3.499 -0.283 0.1 0.3 0.1
C -1.163 -4.775 0.139 -0.1 -0.3 0.1
S -0.024 -5.070 1.380 0.0 -0.1 0.0
C 0.556 -3.474 1.284 0.1 0.0 0.0
N -0.064 -2.780 0.359 -0.1 0.2 0.0
C 1.626 -2.940 2.177 -0.1 0.0 -0.1
H -1.477 1.144 -2.318 0.0 0.0 0.0
H -3.175 1.166 -1.856 0.0 0.0 0.0
H -2.730 0.825 -3.533 0.0 0.0 0.0
H -3.391 -4.134 -1.979 0.0 0.1 0.0
H -1.856 -5.533 -0.189 0.0 0.0 0.0
H 2.121 -3.741 2.719 0.0 0.0 0.0
H 1.186 -2.245 2.894 0.0 0.0 0.0
H 2.363 -2.383 1.599 0.0 0.0 0.0
F -2.294 -1.214 4.232 -0.1 0.0 0.0
C -3.040 -1.238 3.130 0.3 -0.3 0.2
F -3.034 -2.480 2.630 0.0 0.1 0.1
F -4.273 -0.881 3.412 -0.2 0.1 0.1
S -2.334 -0.119 1.870 -0.2 0.3 -0.2
O -2.141 1.176 2.512 0.1 -0.3 0.0
O -1.005 -0.774 1.636 -0.5 -0.2 0.1
O -3.249 -0.171 0.775 0.1 0.0 -0.1
Cl 2.488 3.567 -4.197 0.0 0.0 0.0
C 2.187 2.095 -3.366 0.0 0.0 0.0
C 3.078 1.677 -2.378 0.1 0.0 0.1
C 2.829 0.520 -1.677 0.1 0.2 0.0
C 1.720 -0.278 -2.001 -0.5 0.0 0.1
C 1.476 -1.594 -1.393 0.0 -0.8 -0.1
C 0.852 0.156 -3.019 0.0 0.0 -0.1
C 1.069 1.346 -3.688 -0.1 0.0 -0.1
H 3.947 2.281 -2.152 0.0 0.0 0.0
H 3.507 0.205 -0.893 0.0 0.0 0.0
H 2.298 -2.064 -0.856 0.2 0.3 0.1
H 1.095 -2.323 -2.110 -0.2 0.0 0.0
H 0.031 -0.488 -3.316 0.1 0.0 0.0
H 0.397 1.687 -4.464 0.0 0.0 0.0

79
Properties=species:S:1:pos:R:3:forces:R:3 method="wB97M-V/def2-TZVPD" mol_weight_g_mol=755.80 e_homo_ev="-2.686 / -5.180" e_tot_ev=-106189.4280 multiplicity=8 s2=15.765 lumo_ev="0.03 / -1.81" fmax_ev_per_a=1.69
O -0.449 -1.048 -3.690 0.6 -0.1 -0.8
O 0.745 0.698 -5.048 0.6 0.6 0.1
C 0.205 -2.319 -4.019 -0.7 0.6 0.0
C -0.522 -3.487 -3.405 0.1 -0.4 0.0
H 1.232 -2.228 -3.650 -0.2 0.0 0.0
H 0.230 -2.411 -5.114 0.3 0.0 0.3
H -0.665 -3.378 -2.327 0.0 0.1 -0.2
H 0.085 -4.377 -3.581 0.0 -0.1 0.1
H -1.489 -3.672 -3.882 0.1 0.1 0.1
C -1.750 -0.866 -4.327 0.0 -0.6 0.7
C -1.753 -1.143 -5.811 -0.1 0.1 -0.2
H -2.042 0.162 -4.096 0.1 0.0 0.1
H -2.442 -1.525 -3.785 0.1 0.2 -0.2
H -1.063 -0.474 -6.346 -0.2 -0.3 0.1
H -2.763 -0.962 -6.195 0.1 0.0 0.1
H -1.502 -2.188 -6.022 -0.1 0.2 -0.1
C 0.257 2.130 -4.793 0.4 -0.6 -0.8
C 2.122 0.486 -5.622 -0.9 0.4 0.4
C -0.681 2.489 -5.907 -0.2 -0.1 -0.4
H 1.156 2.751 -4.763 -0.1 -0.1 0.2
H -0.223 2.084 -3.811 0.0 0.0 0.3
H -0.183 2.444 -6.883 -0.2 0.0 0.2
H -1.056 3.508 -5.773 0.1 -0.1 0.2
H -1.548 1.820 -5.921 0.1 0.1 0.0
C 2.055 0.741 -7.105 0.0 -0.1 -0.3
H 2.362 -0.548 -5.366 0.0 0.1 0.0
H 2.786 1.182 -5.098 -0.1 -0.2 0.0
H 1.273 0.131 -7.575 0.1 0.2 0.1
H 3.006 0.463 -7.568 0.0 0.1 0.1
H 1.870 1.798 -7.329 0.1 -0.3 0.1
H 0.451 0.027 -4.291 -0.5 0.0 -0.4
Eu -0.172 0.223 0.001 0.1 0.5 -1.1
C 1.750 0.009 -2.038 0.6 -0.7 -0.6
Si 3.437 0.431 -1.410 1.2 0.7 0.6
H 1.433 -1.029 -2.167 0.0 0.1 0.4
H 1.233 0.676 -2.732 0.0 0.2 0.7
C 4.759 -0.627 -2.264 -0.3 -0.3 -0.4
C 3.749 0.181 0.423 -0.1 -0.2 0.2
C 3.755 2.261 -1.740 0.0 0.0 -0.2
C -2.021 -1.322 -0.511 -0.3 -0.5 0.1
Si -3.480 -0.175 -0.632 0.6 -1.0 0.3
H -1.997 -1.953 0.403 -0.3 0.3 -0.3
H -1.884 -2.010 -1.361 -0.2 0.3 0.1
C -4.723 -0.767 -1.918 -0.3 -0.1 -0.2
C -2.910 1.571 -1.097 -0.4 0.2 0.1
C -4.398 -0.038 1.001 -0.1 0.0 0.2
H 3.182 2.622 -2.605 0.1 0.0 0.2
H 4.821 2.446 -1.936 -0.2 -0.1 0.1
H 3.466 2.862 -0.867 0.0 -0.1 -0.3
H 4.590 -1.698 -2.068 0.0 0.3 -0.1
H 5.766 -0.385 -1.901 -0.3 0.1 0.0
H 4.751 -0.486 -3.355 0.1 -0.1 0.2
H 3.422 -0.802 0.781 0.1 0.2 0.0
H 3.274 0.941 1.057 0.0 -0.2 -0.2
H 4.837 0.248 0.597 -0.3 0.0 -0.1
H -3.505 1.892 -1.964 0.2 0.2 0.1
H -1.849 1.692 -1.392 -0.3 0.1 -0.1
H -3.120 2.271 -0.273 0.1 -0.1 -0.2
H -5.340 0.512 0.874 0.1 0.0 0.1
H -3.787 0.471 1.759 -0.3 -0.2 -0.3
H -4.639 -1.041 1.381 0.0 0.2 -0.1
H -5.708 -0.304 -1.762 0.2 0.0 -0.1
H -4.853 -1.856 -1.829 0.0 0.3 0.0
H -4.411 -0.550 -2.946 -0.1 0.0 0.1
F -1.465 3.463 3.536 0.4 -1.2 0.5
C -1.138 2.297 4.142 -0.4 0.7 0.8
F -0.257 2.551 5.132 -0.7 -0.3 -1.1
F -2.256 1.754 4.681 1.2 0.5 -0.7
S -0.431 1.128 2.849 -0.1 -1.0 -1.1
O -1.596 0.689 2.053 0.9 0.8 1.1
O 0.567 1.793 1.985 -0.9 -0.2 1.4
N 0.152 -0.054 3.725 0.5 0.3 -0.5
S 1.310 -0.945 3.034 -0.4 0.7 -0.3
O 1.029 -1.197 1.603 0.4 0.0 1.4
O 2.642 -0.550 3.388 -0.7 -0.5 -0.1
C 0.934 -2.571 3.847 -0.5 -0.7 0.3
F 1.057 -2.483 5.187 -0.1 -0.1 -1.2
F -0.329 -2.947 3.536 1.2 0.3 0.3
F 1.794 -3.505 3.375 -0.7 0.9 0.4

Repeat the third record exactly.
61
Properties=species:S:1:pos:R:3:forces:R:3 method="wB97M-V/def2-TZVPD" relative_energy_kcal_mol=0.0 mol_weight_g_mol=862.17 e_homo_ev="-11.544 / -11.225" e_tot_ev=-116352.9869 multiplicity=2 s2=0.759 lumo_ev="-3.87 / -3.72" fmax_ev_per_a=0.89 charge=+1
Re 0.047 -0.706 -0.183 0.8 0.2 -0.1
C 1.248 4.039 1.969 -0.1 -0.1 0.0
C 1.316 2.813 1.049 0.0 0.0 0.0
O 2.443 2.901 0.191 0.0 0.0 0.1
P 1.566 1.273 1.992 0.1 -0.2 -0.1
O 2.980 1.311 2.686 -0.1 -0.1 -0.2
O 0.555 1.299 3.184 -0.1 -0.1 0.1
O 1.549 0.022 1.144 0.2 0.3 0.2
P -0.191 2.678 -0.039 0.0 -0.6 0.0
O -1.390 3.318 0.753 -0.1 0.1 0.0
O 0.135 3.326 -1.315 0.1 0.1 0.0
O -0.567 1.155 -0.117 0.0 0.8 -0.1
H 2.230 4.205 2.412 0.0 0.0 0.0
H 0.499 3.933 2.752 0.0 0.0 0.0
H 1.003 4.917 1.370 0.0 0.0 0.0
H 2.119 3.240 -0.661 0.0 0.0 0.0
H 3.095 1.949 3.400 0.0 0.1 0.0
H -0.411 1.227 3.001 0.0 0.1 0.0
H -1.902 2.691 1.296 0.0 0.0 0.0
C -2.439 0.672 -2.495 0.0 0.0 0.1
C -2.408 -0.783 -2.165 0.0 0.1 -0.1
N -1.558 -1.400 -1.368 -0.1 -0.1 0.0
C -1.881 -2.748 -1.221 0.3 0.1 0.2
C -2.951 -3.151 -1.931 -0.2 -0.2 -0.1
S -3.602 -1.831 -2.784 -0.1 0.1 -0.1
C -1.059 -3.499 -0.283 0.1 0.3 0.1
C -1.163 -4.775 0.139 -0.1 -0.3 0.1
S -0.024 -5.070 1.380 0.0 -0.1 0.0
C 0.556 -3.474 1.284 0.1 0.0 0.0
N -0.064 -2.780 0.359 -0.1 0.2 0.0
C 1.626 -2.940 2.177 -0.1 0.0 -0.1
H -1.477 1.144 -2.318 0.0 0.0 0.0
H -3.175 1.166 -1.856 0.0 0.0 0.0
H -2.730 0.825 -3.533 0.0 0.0 0.0
H -3.391 -4.134 -1.979 0.0 0.1 0.0
H -1.856 -5.533 -0.189 0.0 0.0 0.0
H 2.121 -3.741 2.719 0.0 0.0 0.0
H 1.186 -2.245 2.894 0.0 0.0 0.0
H 2.363 -2.383 1.599 0.0 0.0 0.0
F -2.294 -1.214 4.232 -0.1 0.0 0.0
C -3.040 -1.238 3.130 0.3 -0.3 0.2
F -3.034 -2.480 2.630 0.0 0.1 0.1
F -4.273 -0.881 3.412 -0.2 0.1 0.1
S -2.334 -0.119 1.870 -0.2 0.3 -0.2
O -2.141 1.176 2.512 0.1 -0.3 0.0
O -1.005 -0.774 1.636 -0.5 -0.2 0.1
O -3.249 -0.171 0.775 0.1 0.0 -0.1
Cl 2.488 3.567 -4.197 0.0 0.0 0.0
C 2.187 2.095 -3.366 0.0 0.0 0.0
C 3.078 1.677 -2.378 0.1 0.0 0.1
C 2.829 0.520 -1.677 0.1 0.2 0.0
C 1.720 -0.278 -2.001 -0.5 0.0 0.1
C 1.476 -1.594 -1.393 0.0 -0.8 -0.1
C 0.852 0.156 -3.019 0.0 0.0 -0.1
C 1.069 1.346 -3.688 -0.1 0.0 -0.1
H 3.947 2.281 -2.152 0.0 0.0 0.0
H 3.507 0.205 -0.893 0.0 0.0 0.0
H 2.298 -2.064 -0.856 0.2 0.3 0.1
H 1.095 -2.323 -2.110 -0.2 0.0 0.0
H 0.031 -0.488 -3.316 0.1 0.0 0.0
H 0.397 1.687 -4.464 0.0 0.0 0.0